{"formula": "C5H6N2", "method": "ωB97M-V/def2-TZVPD", "relative_energy_kj_mol": 707.3, "e_lumo_ev": [-0.95, -0.61], "largest_force_ev_per_a": 4.83, "spin_multiplicity": 1, "species": ["C", "C", "C", "C", "C", "N", "N", "H", "H", "H", "H", "H", "H"], "xyz": [[-2.742, 0.617, -0.629], [-0.834, 1.763, -0.873], [-3.598, -0.072, 0.035], [0.880, 0.783, 0.599], [1.886, -0.139, 0.241], [-4.417, -0.578, 0.725], [-0.111, 1.174, -0.107], [-2.691, 0.572, -1.801], [1.042, 1.002, 1.683], [1.776, -1.115, 0.771], [2.761, 0.401, 0.448], [1.756, -0.282, -0.834], [-5.402, -0.287, 0.760]]}